{"formula": "C5H14N2O2", "method": "wB97M-V/def2-TZVPD", "charge": 0, "lumo_ev": 0.9160, "smiles": "CNC[C@@](C)(O)N(C)O", "orbital_gap_ev": 9.7, "species": ["C", "N", "C", "C", "C", "O", "N", "C", "O", "H", "H", "H", "H", "H", "H", "H", "H", "H", "H", "H", "H", "H", "H"], "xyz": [[-2.895, -0.370, 0.731], [-1.457, -0.237, 0.859], [-0.725, -0.966, -0.165], [0.734, -0.467, -0.295], [1.383, -0.320, 1.087], [1.501, -1.419, -0.997], [0.740, 0.739, -1.122], [1.954, 1.529, -1.057], [-0.389, 1.563, -0.938], [-3.201, 0.078, -0.214], [-3.242, -1.413, 0.752], [-3.372, 0.175, 1.545], [-1.173, -0.570, 1.776], [-0.687, -2.051, 0.018], [-1.224, -0.797, -1.123], [1.225, -1.236, 1.649], [2.453, -0.175, 0.974], [0.953, 0.518, 1.630], [1.250, -1.368, -1.928], [2.084, 2.053, -0.101], [2.797, 0.865, -1.231], [1.903, 2.265, -1.857], [-0.611, 1.608, 0.009]]}

{"formula": "C5H14N2O3", "method": "wB97M-V/def2-TZVPD", "s2": 0.753, "charge": -1, "multiplicity": 2, "lumo_ev": [2.9560, 2.9389], "orbital_gap_ev": [2.0, 5.9], "species": ["O", "C", "C", "C", "C", "C", "N", "N", "H", "H", "H", "H", "H", "H", "H", "H", "H", "H", "H", "H", "O", "H", "H", "O"], "xyz": [[1.440, -2.831, 0.500], [1.061, -2.713, 1.672], [-0.394, -2.432, 1.799], [-0.451, -0.928, 1.968], [-0.353, -0.050, 0.716], [-1.533, 0.151, -0.023], [-1.584, 0.690, -1.347], [0.809, 0.712, 0.474], [1.780, -2.828, 2.523], [-0.786, -3.080, 2.578], [-0.941, -2.603, 0.892], [0.285, -0.438, 2.567], [-1.371, -0.715, 2.379], [-2.389, -0.285, 0.462], [-2.245, 1.518, -1.245], [-1.715, -0.160, -1.983], [0.927, 1.088, -0.498], [1.614, 0.297, 0.920], [-0.831, 3.385, -2.477], [-0.182, 2.001, -2.422], [-0.068, 2.850, -2.849], [1.673, 2.611, -2.291], [2.921, 1.610, -2.429], [2.333, 2.149, -1.886]]}

{"formula": "C5H14N2OP", "method": "wB97M-V/def2-TZVPD", "charge": 1, "lumo_ev": -5.1880, "orbital_gap_ev": 7.4, "species": ["C", "C", "C", "C", "C", "N", "N", "O", "P", "H", "H", "H", "H", "H", "H", "H", "H", "H", "H", "H", "H", "H", "H"], "xyz": [[-0.483, -0.854, -0.567], [-1.430, -1.863, -1.182], [1.800, -0.545, 0.458], [1.257, -2.415, -1.049], [-0.886, 3.708, 0.595], [0.804, -1.223, -0.337], [-0.632, 2.258, 3.032], [-0.935, 0.212, -0.110], [-1.434, 2.322, 1.720], [-0.988, -2.319, -2.160], [-1.350, -2.694, -0.543], [-2.438, -1.295, -1.343], [1.236, 0.151, 0.996], [2.219, -1.311, 1.126], [2.378, 0.072, -0.202], [0.877, -2.253, -2.085], [2.393, -2.571, -1.160], [0.910, -3.228, -0.589], [-0.396, 3.213, -0.289], [-1.736, 4.126, 0.289], [-0.324, 4.234, 1.233], [-0.846, 1.804, 3.899], [-2.609, 1.367, 1.392]]}

{"formula": "C5H14N2OP", "method": "wB97M-V/def2-TZVPD", "charge": 1, "lumo_ev": -3.7207, "orbital_gap_ev": 10.0, "species": ["C", "C", "C", "C", "C", "N", "N", "O", "P", "H", "H", "H", "H", "H", "H", "H", "H", "H", "H", "H", "H", "H", "H"], "xyz": [[-0.808, -0.629, 0.133], [1.744, 0.894, -2.494], [1.329, 0.287, -1.172], [-0.101, -0.307, -1.192], [-0.976, 0.230, 1.396], [0.213, -1.196, 1.015], [-2.145, 0.068, 2.040], [-1.960, -1.327, -0.117], [0.329, 1.238, 2.113], [0.881, 1.642, -2.636], [1.648, 0.068, -3.249], [2.746, 1.211, -2.441], [2.043, -0.433, -0.885], [1.472, 1.054, -0.375], [-0.626, 0.342, -1.987], [-0.112, -1.160, -1.815], [0.181, -2.186, 1.327], [1.130, -0.944, 0.726], [-2.695, -0.663, 1.563], [-1.970, -1.510, -1.080], [-2.286, 0.211, 3.142], [-0.180, 2.463, 2.598], [0.142, 0.646, 3.393]]}

{"formula": "C5H14N2S", "method": "wB97M-V/def2-TZVPD", "charge": 0, "lumo_ev": -3.4467, "orbital_gap_ev": 4.2, "species": ["C", "N", "C", "N", "C", "C", "C", "S", "H", "H", "H", "H", "H", "H", "H", "H", "H", "H", "H", "H", "H", "H"], "xyz": [[0.159, 0.876, 1.690], [1.461, 0.408, 1.141], [1.486, 0.839, -0.169], [2.732, 0.337, -0.777], [-0.817, -0.358, 1.716], [-0.809, -1.140, 0.448], [-1.979, -0.812, -0.529], [-2.116, 1.055, -0.792], [-0.270, 1.740, 1.010], [0.141, 1.333, 2.778], [-0.443, -0.880, -3.710], [0.731, 0.440, -0.927], [1.447, 1.938, -0.227], [3.262, -0.012, -0.016], [3.349, 1.045, -1.301], [-0.436, -0.954, 2.623], [-2.003, 0.229, 1.823], [-0.994, -2.206, 0.806], [0.143, -1.064, -0.094], [-1.910, -1.463, -1.456], [-2.953, -1.137, -0.080], [-0.181, -0.213, -3.958]]}

{"formula": "C5H14N2S", "method": "wB97M-V/def2-TZVPD", "charge": 0, "lumo_ev": 0.9862, "smiles": "CNCCNCCS", "orbital_gap_ev": 9.7, "species": ["C", "N", "C", "C", "N", "C", "C", "S", "H", "H", "H", "H", "H", "H", "H", "H", "H", "H", "H", "H", "H", "H"], "xyz": [[-1.299, -2.339, -0.998], [-0.376, -1.827, -2.035], [0.770, -1.161, -1.432], [0.552, 0.294, -1.045], [1.204, 0.666, 0.196], [0.535, 1.715, 0.962], [-0.417, 1.088, 1.986], [-0.785, 2.087, 3.479], [-2.261, -2.578, -1.448], [-1.398, -1.648, -0.146], [-0.858, -3.242, -0.572], [-0.900, -1.136, -2.567], [1.086, -1.716, -0.542], [1.634, -1.293, -2.091], [0.781, 0.967, -1.885], [-0.522, 0.456, -0.903], [2.185, 0.895, 0.092], [1.316, 2.282, 1.476], [-0.032, 2.400, 0.318], [0.075, 0.194, 2.365], [-1.373, 0.813, 1.532], [0.083, 3.080, 3.257]]}

Calculated total energy readings, ordered: -458.8303; -534.0236; -724.6614; -724.6770; -706.3126; -706.5630 Ha